(1)
C36H38N2O5P2RhSi2 | wB97M-V/def2-TZVPD

Structure (XYZ):
```
86
C36H38N2O5P2RhSi2 wB97M-V/def2-TZVPD
Rh -1.193 0.690 -0.711
C -2.360 -4.126 -1.480
Si -2.546 -2.338 -2.042
C -2.529 -2.352 -3.923
C -4.185 -1.699 -1.425
N -1.282 -1.312 -1.490
P 0.252 -1.459 -1.028
C 0.725 0.174 -0.900
P 1.148 1.500 0.082
N -0.145 2.452 -0.106
Si -0.863 3.774 0.737
C -1.387 3.372 2.491
C -2.347 4.324 -0.256
C 0.375 5.204 0.801
C 2.604 2.312 -0.667
C 3.870 2.363 -0.094
C 4.919 2.994 -0.756
C 4.708 3.573 -1.997
C 3.448 3.517 -2.580
C 2.404 2.892 -1.919
C 1.607 1.261 1.823
C 2.097 2.358 2.538
C 2.350 2.256 3.895
C 2.115 1.056 4.555
C 1.626 -0.035 3.854
C 1.368 0.069 2.493
C 1.232 -2.286 -2.327
C 1.791 -1.500 -3.331
C 2.385 -2.090 -4.437
C 2.414 -3.473 -4.557
C 1.857 -4.265 -3.563
C 1.273 -3.674 -2.452
C 0.468 -2.540 0.414
C -0.605 -2.823 1.252
C -0.425 -3.618 2.375
C 0.827 -4.144 2.657
C 1.903 -3.875 1.819
C 1.724 -3.073 0.703
H -3.146 -4.721 -1.956
H -2.465 -4.235 -0.400
H -1.401 -4.560 -1.772
H -3.410 -2.851 -4.334
H -1.641 -2.870 -4.294
H -2.505 -1.330 -4.307
H -5.017 -2.262 -1.857
H -4.315 -0.643 -1.664
H -4.248 -1.785 -0.337
H -1.937 2.430 2.530
H -2.043 4.157 2.879
H -0.530 3.279 3.161
H -3.161 3.603 -0.170
H -2.086 4.403 -1.314
H -2.706 5.299 0.083
H 0.988 5.181 1.705
H -0.154 6.161 0.795
H 1.043 5.186 -0.063
H 4.048 1.905 0.870
H 5.899 3.031 -0.296
H 5.524 4.066 -2.511
H 3.279 3.966 -3.552
H 1.415 2.857 -2.360
H 2.276 3.299 2.031
H 2.713 3.117 4.443
H 2.301 0.977 5.619
H 1.418 -0.967 4.363
H 0.940 -0.768 1.967
H 1.750 -0.422 -3.231
H 2.824 -1.469 -5.208
H 2.873 -3.933 -5.424
H 1.875 -5.344 -3.652
H 0.857 -4.298 -1.671
H -1.574 -2.394 1.039
H -1.262 -3.803 3.035
H 0.968 -4.761 3.536
H 2.881 -4.286 2.038
H 2.568 -2.849 0.060
O -5.223 -0.255 3.856
C -4.467 -0.021 2.949
C -4.811 0.697 1.641
O -5.890 1.139 1.323
C -3.549 0.715 0.881
C -2.535 0.115 1.621
O -1.318 0.039 1.138
C -2.994 -0.401 2.889
O -2.373 -1.023 3.737
O -3.303 1.171 -0.268
```

Properties
* net charge: -1
* ΔE to the lowest compared entry with this formula, charge and spin: 0.000 eV


(2)
C54H128N8O14 | wB97M-V/def2-TZVPD

Structure (XYZ):
```
204
C54H128N8O14 wB97M-V/def2-TZVPD
C 31.270 23.541 3.495
C 30.360 22.459 3.005
C 30.970 21.824 1.763
C 30.461 20.445 1.319
C 30.362 19.478 2.488
C 29.687 20.075 3.781
N 30.229 21.391 4.045
O 29.880 21.841 5.302
C 28.148 20.039 3.590
C 30.306 19.198 4.941
C 29.060 23.150 2.562
H 32.172 23.143 3.961
H 30.810 24.054 4.340
H 31.625 24.241 2.740
H 30.752 22.448 0.896
H 32.058 21.832 1.825
H 31.195 20.039 0.623
H 29.496 20.455 0.812
H 31.266 18.874 2.557
H 29.746 18.775 1.927
H 27.683 20.591 2.773
H 27.799 19.009 3.530
H 27.785 20.597 4.453
H 29.744 19.298 5.869
H 30.291 18.149 4.646
H 31.352 19.450 5.120
H 28.478 22.543 1.869
H 29.199 24.172 2.207
H 28.479 23.176 3.483
H 30.642 21.671 5.861
C 27.347 16.254 0.667
C 27.694 15.213 1.740
C 27.944 16.018 3.072
C 27.684 15.259 4.393
C 26.292 14.645 4.394
C 25.934 13.793 3.119
N 26.439 14.365 1.848
O 26.208 13.583 0.765
C 26.512 12.339 3.344
C 24.394 13.733 3.013
C 28.974 14.334 1.537
H 27.239 15.802 -0.319
H 28.191 16.933 0.544
H 26.478 16.801 1.034
H 28.996 16.302 3.062
H 27.301 16.897 3.121
H 27.721 15.956 5.230
H 28.386 14.433 4.500
H 25.587 15.463 4.544
H 26.250 13.977 5.254
H 26.191 11.789 4.229
H 26.104 11.698 2.562
H 27.586 12.226 3.199
H 24.192 12.962 2.270
H 23.931 13.469 3.964
H 23.927 14.661 2.685
H 28.956 13.648 0.690
H 28.995 13.617 2.358
H 29.922 14.872 1.537
H 25.678 14.149 0.199
C 25.033 18.874 5.867
O 25.855 19.351 6.974
C 26.120 20.746 7.122
C 26.124 21.114 8.629
N 24.830 21.174 9.290
C 24.971 21.156 10.752
C 23.583 21.269 11.446
O 22.902 20.108 11.052
C 21.639 19.978 11.586
H 25.225 17.801 5.834
H 25.392 19.243 4.906
H 23.950 18.974 5.936
H 25.322 21.287 6.614
H 27.110 21.039 6.775
H 26.539 22.114 8.749
H 26.790 20.399 9.112
H 24.350 20.340 8.983
H 25.628 22.016 10.880
H 25.462 20.242 11.085
H 23.110 22.176 11.071
H 23.669 21.326 12.531
H 21.473 20.175 12.645
H 21.353 18.926 11.583
H 20.956 20.568 10.975
C 34.395 15.378 4.553
O 33.292 15.822 3.701
C 33.652 15.606 2.292
C 34.762 16.594 1.736
N 34.680 16.627 0.283
C 35.357 17.769 -0.321
C 34.441 18.310 -1.460
O 33.294 18.841 -0.903
C 32.526 19.453 -1.944
H 35.328 15.810 4.194
H 34.594 14.308 4.485
H 34.199 15.703 5.575
H 32.695 15.630 1.772
H 33.999 14.589 2.110
H 35.777 16.412 2.088
H 34.530 17.575 2.149
H 33.727 16.852 0.037
H 36.291 17.416 -0.760
H 35.752 18.512 0.371
H 34.108 17.576 -2.195
H 35.046 19.077 -1.941
H 32.630 18.873 -2.861
H 32.779 20.510 -2.034
H 31.514 19.287 -1.574
C 31.078 20.678 8.117
O 31.361 21.985 7.564
C 31.202 22.938 8.648
C 31.249 24.339 8.088
N 30.182 24.566 7.141
C 28.837 24.903 7.733
C 27.834 24.819 6.543
O 26.607 25.551 6.633
C 25.682 25.096 7.645
H 30.021 20.453 7.980
H 31.460 20.557 9.131
H 31.644 19.938 7.552
H 31.944 22.787 9.433
H 30.253 22.843 9.174
H 32.215 24.480 7.604
H 31.093 25.046 8.902
H 30.119 23.815 6.469
H 28.831 25.971 7.951
H 28.459 24.342 8.588
H 27.533 23.777 6.437
H 28.293 25.082 5.590
H 26.148 25.025 8.628
H 25.434 24.065 7.397
H 24.793 25.727 7.628
C 29.140 26.911 0.654
O 28.863 25.803 -0.258
C 30.077 25.137 -0.682
C 29.717 24.085 -1.767
N 30.677 22.978 -1.830
C 30.250 22.054 -2.878
C 28.880 21.333 -2.754
O 28.943 20.433 -1.708
C 27.686 19.767 -1.408
H 29.807 26.562 1.442
H 28.167 27.221 1.035
H 29.497 27.766 0.081
H 30.595 24.721 0.182
H 30.746 25.827 -1.197
H 29.445 24.553 -2.713
H 28.800 23.616 -1.409
H 30.705 22.424 -0.986
H 30.956 21.227 -2.958
H 30.427 22.565 -3.825
H 28.657 20.834 -3.697
H 28.125 22.107 -2.617
H 27.737 19.724 -0.320
H 27.700 18.699 -1.629
H 26.740 20.278 -1.588
C 37.085 24.800 4.950
O 35.982 25.676 4.899
C 34.816 24.947 5.291
C 33.729 25.986 5.536
N 34.124 26.843 6.658
C 33.380 28.088 6.791
C 33.873 28.871 8.092
O 32.985 29.981 8.311
C 31.922 29.578 9.194
H 37.162 24.293 3.988
H 36.954 23.996 5.675
H 38.029 25.336 5.056
H 34.973 24.558 6.297
H 34.515 24.264 4.496
H 32.818 25.438 5.777
H 33.689 26.658 4.679
H 35.127 26.915 6.562
H 32.323 27.881 6.961
H 33.345 28.860 6.022
H 34.901 29.230 8.045
H 33.956 28.100 8.859
H 32.258 29.312 10.196
H 31.398 28.686 8.849
H 31.330 30.479 9.357
C 25.429 26.664 -0.552
O 24.553 26.320 0.437
C 24.932 26.830 1.730
C 24.016 26.332 2.892
N 24.060 24.846 3.040
C 25.246 24.239 3.591
C 25.207 22.715 3.582
O 24.609 22.109 2.407
C 24.421 20.690 2.490
H 26.438 26.292 -0.375
H 25.444 27.738 -0.737
H 25.018 26.224 -1.460
H 24.795 27.911 1.762
H 25.964 26.574 1.968
H 22.979 26.532 2.620
H 24.226 26.807 3.849
H 23.831 24.502 2.118
H 25.227 24.558 4.633
H 26.208 24.635 3.265
H 24.771 22.365 4.518
H 26.213 22.299 3.629
H 25.397 20.207 2.536
H 23.966 20.283 1.586
H 23.638 20.286 3.132
```

Properties
* net charge: +1
* expectation value of S²: 0.754
* multiplicity: 2


(3)
C8H17NP | wB97M-V/def2-TZVPD

Structure (XYZ):
```
27
C8H17NP wB97M-V/def2-TZVPD
C -1.167 -0.651 -0.532
C 0.104 1.461 0.142
C -0.779 -1.152 -2.001
C 0.299 1.272 -2.561
C 0.882 1.140 -1.203
C 0.063 -0.055 0.052
C -0.543 -0.258 3.273
C 0.857 -0.420 2.740
N -0.424 -0.056 -2.944
P 1.079 -1.205 1.103
H -2.121 -0.099 -0.397
H -1.327 -1.571 0.082
H 0.681 1.933 0.873
H -0.788 2.035 -0.073
H 0.064 -1.987 -1.866
H -1.596 -1.697 -2.371
H -0.428 2.111 -2.802
H 1.276 1.358 -3.160
H 1.948 1.105 -1.094
H -1.092 -1.200 3.114
H -0.434 -0.164 4.254
H -1.100 0.552 2.854
H 1.488 -0.977 3.393
H 1.163 0.603 2.725
H -0.004 -0.535 -3.836
H -1.308 0.185 -3.326
H 2.362 -0.734 0.943
```

Properties
* net charge: +1
* ΔE to the lowest compared entry with this formula, charge and spin: 0.695 eV


The records above yield E values of -3252.76961; -3624.84919; -710.75655 Eh, respectively.